An isolated ion of composition C8H7O4PS and charge -2 in a non-equilibrium geometry, computed with ωB97M-V/def2-TZVPD.

```
21
Properties=species:S:1:pos:R:3:forces:R:3
C -0.01136 2.71981 0.17826 0.018 0.232 -0.003
C -0.93274 2.58568 -0.84540 -0.109 0.110 -0.057
C 0.71155 1.61327 0.57960 0.018 0.095 -0.105
C -1.12064 1.35200 -1.44075 -0.087 -0.073 -0.171
C 0.53621 0.37154 -0.01395 1.069 -1.785 1.134
C -0.40421 0.22580 -1.03561 -0.046 0.286 -0.106
C 1.36880 -0.80271 0.67223 -1.028 1.980 -0.950
C -0.44947 -2.16758 -1.18050 0.019 -0.472 0.243
O 0.70975 -3.07799 2.06000 0.097 -0.283 -0.189
O 0.99860 -0.74423 3.13251 -0.122 0.009 -0.169
O -1.07317 -1.27536 1.71448 -0.166 0.045 -0.329
O -0.65009 -0.89934 -1.77116 0.064 0.488 -0.080
P 0.36052 -1.61349 2.05220 0.176 -0.018 1.058
S 2.97195 -0.81871 0.36654 0.142 -0.224 -0.174
H 0.14067 3.67955 0.65959 -0.002 -0.004 0.032
H -1.51863 3.43866 -1.17454 -0.003 -0.024 -0.016
H 1.42756 1.68987 1.38406 0.034 -0.094 0.105
H -1.85016 1.23612 -2.23386 0.003 -0.074 -0.027
H 0.27000 -2.13948 -0.35939 -0.197 -0.312 -0.344
H -0.09232 -2.83538 -1.97239 0.011 0.075 0.062
H -1.39282 -2.53804 -0.77194 0.110 0.042 0.086
```
Positions in Å, forces in eV/Å.

## Properties
- net charge = -2
- LUMO energy (eV) = 5.5
- highest occupied orbital energy (eV) = -0.19
- spin multiplicity = 1